A structure of composition C30H26IrN3OP, computed with the ωB97M-V functional and the def2-TZVPD basis.

Element x y z (Å)
Ir1 0.8422 0.6607 -0.1513
C1 -1.8152 -2.7136 -0.7518
N1 -1.5234 -1.3013 -0.6417
C2 -2.1888 -0.4651 -1.3284
C3 -1.9471 0.9658 -1.2657
C4 -2.7898 1.9661 -1.6740
C5 -2.1807 3.2075 -1.3408
C6 -0.9835 2.9118 -0.7534
N2 -0.8090 1.5475 -0.6964
C7 -0.5349 -3.4744 -0.9937
C8 -0.1430 -3.8228 -2.2788
C9 1.0673 -4.4668 -2.4970
C10 1.8983 -4.7624 -1.4271
C11 1.5141 -4.4117 -0.1394
C12 0.3046 -3.7712 0.0747
H1 -2.5525 -2.9273 -1.5396
H2 -2.2391 -3.0396 0.2032
H3 -3.0063 -0.8592 -1.9468
H4 -3.7502 1.8173 -2.1425
H5 -2.5760 4.1946 -1.5146
H6 -0.2192 3.5695 -0.3755
H7 -0.7873 -3.5831 -3.1172
H8 1.3633 -4.7321 -3.5038
H9 2.8442 -5.2608 -1.5957
H10 2.1614 -4.6361 0.6994
H11 0.0132 -3.4818 1.0787
O1 2.0868 0.4501 -1.2776
N3 0.8252 0.0627 1.5735
P1 0.5308 -0.0063 3.0946
C13 -1.1494 0.5640 3.4104
C14 -2.1039 0.2710 2.4352
C15 -3.4081 0.7058 2.6033
C16 -3.7624 1.4257 3.7378
C17 -2.8131 1.7184 4.7053
C18 -1.5020 1.2908 4.5424
C19 0.6474 -1.7090 3.6867
C20 1.6911 -2.4953 3.2007
C21 1.8146 -3.8105 3.6160
C22 0.8949 -4.3478 4.5091
C23 -0.1484 -3.5703 4.9873
C24 -0.2736 -2.2488 4.5778
C25 1.6378 0.9509 4.1542
C26 1.8643 0.6119 5.4860
C27 2.6960 1.3999 6.2668
C28 3.3070 2.5191 5.7169
C29 3.0914 2.8518 4.3869
C30 2.2570 2.0688 3.6031
H12 -1.8115 -0.2671 1.5393
H13 -4.1462 0.4932 1.8404
H14 -4.7816 1.7686 3.8624
H15 -3.0882 2.2898 5.5822
H16 -0.7560 1.5356 5.2886
H17 2.3853 -2.0797 2.4800
H18 2.6239 -4.4220 3.2385
H19 0.9898 -5.3784 4.8257
H20 -0.8706 -3.9924 5.6740
H21 -1.0973 -1.6449 4.9393
H22 1.4013 -0.2721 5.9089
H23 2.8748 1.1366 7.3011
H24 3.9610 3.1293 6.3263
H25 3.5778 3.7177 3.9575
H26 2.0898 2.3062 2.5590

Summary:
net charge: 0
E_tot: -1843.90574 hartree
M: 667.749 g/mol
relative energy (zero: lowest compared OMol25 entry of this formula, charge and spin): 0.00 kcal per mole
max |F|: 0.0177 hartree/bohr
spin multiplicity: 2
HOMO (alpha / beta): -7.546 / -7.983 eV

Here are the Löwdin charges for atoms 1 to 8, given in e: Ir 1.3555; C -0.1914; N 0.0120; C -0.1249; C -0.3137; C -0.0510; C -0.0896; C -0.1795

=====

A structure of composition C30H26N2O4PPd at a distorted geometry, computed with the ωB97M-V functional and the def2-TZVPD basis.

Element x y z (Å)
Pd1 -0.6190 0.2624 0.4562
O1 1.0433 0.0766 1.8494
C1 0.7512 0.4527 3.0589
C2 0.9629 -0.4352 4.1631
C3 0.9136 -0.0019 5.5043
C4 0.7786 1.3740 5.7211
C5 0.4147 2.2382 4.6813
C6 0.3808 1.7887 3.3656
C7 -0.1886 2.6146 2.3447
N1 -0.5385 2.1810 1.1810
C8 -1.5717 3.0198 0.5044
C9 -2.7881 2.1508 0.0657
N2 -2.4897 0.7468 0.3469
C10 -3.5241 -0.0440 0.2571
C11 -3.5059 -1.4580 0.2140
C12 -4.6818 -2.2310 0.3075
C13 -4.6964 -3.5881 0.1212
C14 -3.5338 -4.2724 -0.2922
C15 -2.3735 -3.5744 -0.5126
C16 -2.2769 -2.2041 -0.0624
O2 -1.1116 -1.8265 0.3199
H1 1.1332 -1.4539 4.0014
H2 0.9649 -0.7322 6.2863
H3 1.0349 1.7329 6.7003
H4 0.1224 3.2550 4.8924
H5 -0.3557 3.6470 2.6633
H6 -1.1523 3.4251 -0.4170
H7 -1.8676 3.8039 1.1970
H8 -2.9728 2.1806 -1.0718
H9 -3.6903 2.4782 0.5942
H10 -4.5293 0.3977 0.3046
H11 -5.5492 -1.6589 0.5680
H12 -5.5699 -4.1691 0.2790
H13 -3.5732 -5.3648 -0.5230
H14 -1.5045 -3.9919 -0.9964
O3 -1.9946 -1.9848 -2.2885
C17 -1.4842 -0.8450 -2.6854
O4 -2.0665 0.2754 -2.7878
C18 0.0268 -0.8769 -2.8850
P1 0.8750 -0.0951 -1.4153
C19 2.2129 -1.2615 -1.1418
C20 3.5707 -0.8924 -1.2850
C21 4.5865 -1.7954 -0.8092
C22 4.2816 -3.0559 -0.3673
C23 2.9667 -3.4272 -0.3596
C24 1.9470 -2.6075 -0.8233
C25 1.3984 1.4709 -2.0718
C26 2.5330 2.0715 -1.5685
C27 3.1295 3.1107 -2.2443
C28 2.5966 3.5652 -3.4642
C29 1.3652 3.0751 -3.8647
C30 0.7043 2.1195 -3.1116
H15 0.2204 -0.2794 -3.7993
H16 0.4282 -1.8833 -3.0250
H17 3.8949 0.0743 -1.7005
H18 5.6148 -1.4171 -0.8333
H19 4.9983 -3.8210 -0.0350
H20 2.6322 -4.3761 0.0480
H21 0.9363 -2.9616 -0.9114
H22 3.0109 1.6978 -0.6924
H23 4.0486 3.5886 -1.7943
H24 3.1057 4.4174 -3.9394
H25 0.9487 3.4126 -4.8544
H26 -0.3239 1.8817 -3.3629

Summary:
net charge: +1
E_tot: -2038.08827 hartree
M: 615.942 g/mol
relative energy (zero: lowest compared OMol25 entry of this formula, charge and spin): 0.00 kcal per mole
max |F|: 0.0906 hartree/bohr
spin multiplicity: 5
HOMO (alpha / beta): -10.056 / -11.066 eV

Here are the Löwdin charges for atoms 1 to 8, given in e: Pd 0.9223; O -0.0545; C -0.3040; C 0.0678; C -0.0127; C -0.0150; C 0.0128; C -0.1272

=====

A structure of composition C30H27BrF6N2O6PS2Ti at a distorted geometry, computed with the ωB97M-V functional and the def2-TZVPD basis.

Element x y z (Å)
Ti1 1.0810 -0.1018 -0.9131
C1 -4.2982 0.4599 2.1824
C2 -3.9009 1.4969 1.1518
C3 -4.7344 2.6149 1.0497
C4 -4.5068 3.6403 0.1461
C5 -3.4079 3.5792 -0.6947
C6 -2.5559 2.4944 -0.6012
C7 -2.7822 1.4447 0.3019
P1 -1.4788 0.1677 0.1364
C8 -1.3798 -0.6837 1.7639
C9 -1.6496 -2.0441 1.9071
C10 -1.4122 -2.7033 3.1025
C11 -0.8807 -2.0037 4.1772
C12 -0.6040 -0.6532 4.0419
C13 -0.8426 0.0276 2.8467
C14 -0.5392 1.5103 2.7901
C15 -2.1798 -1.0473 -1.0304
C16 -3.3905 -1.7213 -0.8491
C17 -3.7905 -2.7050 -1.7363
C18 -2.9732 -3.0136 -2.8214
C19 -1.8134 -2.2943 -3.0543
C20 -1.4108 -1.2655 -2.1922
C21 -0.2596 -0.3626 -2.5024
H1 -5.3787 0.4856 2.3234
H2 -3.8325 0.6702 3.1501
H3 -4.0166 -0.5495 1.9100
H4 -5.5969 2.6682 1.7057
H5 -5.1902 4.4807 0.0981
H6 -3.2098 4.3708 -1.4076
H7 -1.6737 2.4547 -1.2314
H8 -2.0520 -2.5983 1.0691
H9 -1.6349 -3.7604 3.1914
H10 -0.6786 -2.5096 5.1144
H11 -0.1813 -0.1040 4.8777
H12 0.4065 1.7324 3.2853
H13 -1.3270 2.0742 3.2982
H14 -0.4738 1.8931 1.7747
H15 -4.0227 -1.4800 0.0005
H16 -4.7278 -3.2272 -1.5847
H17 -3.2657 -3.7971 -3.5116
H18 -1.2208 -2.4950 -3.9400
H19 -0.6232 0.6549 -2.6794
H20 0.2805 -0.6910 -3.3910
Br1 1.2797 -5.5554 0.4545
C22 1.6926 -3.7669 0.8815
C23 2.6457 -3.4691 1.8364
C24 2.9161 -2.1414 2.0872
C25 2.2141 -1.1632 1.4045
N1 1.2702 -1.4650 0.5047
C26 1.0370 -2.7534 0.2250
H21 3.1665 -4.2599 2.3605
H22 3.6724 -1.8527 2.8041
H23 2.3848 -0.1061 1.5865
H24 0.2999 -2.9651 -0.5393
F1 4.8944 -1.3292 -4.2157
C27 3.6478 -0.9173 -4.0882
F2 2.8314 -1.9490 -4.3159
F3 3.3640 0.0397 -4.9379
S1 3.3241 -0.3839 -2.3038
O1 2.4174 0.7670 -2.3421
O2 2.5791 -1.5258 -1.7594
N2 4.6554 -0.1877 -1.5151
S2 5.6584 0.9602 -2.1023
O3 5.2179 1.3730 -3.4100
O4 7.0214 0.6172 -1.8762
C28 5.3676 2.4273 -1.0299
F4 6.3332 3.3049 -1.2904
F5 5.4208 2.0786 0.2499
F6 4.1945 2.9768 -1.3049
C29 1.0378 4.1596 -0.2127
O5 0.6376 2.8346 -0.6090
C30 1.3219 1.7626 -0.1030
O6 2.2469 1.9199 0.6796
H25 0.2602 4.5813 0.4225
H26 1.1373 4.7497 -1.1207
H27 1.9809 4.1293 0.3239

Summary:
net charge: 0
E_tot: -6880.73803 hartree
M: 848.421 g/mol
max |F|: 0.0495 hartree/bohr
spin multiplicity: 2
HOMO (alpha / beta): -7.583 / -8.214 eV

Here are the Löwdin charges for atoms 1 to 8, given in e: Ti 0.8092; C -0.0387; C -0.2397; C -0.0529; C -0.0761; C -0.0762; C -0.0978; C -0.2759

=====

A structure of composition C30H27BrF6N3O14S3Sc, computed with the ωB97M-V functional and the def2-TZVPD basis.

Element x y z (Å)
Sc1 -0.0837 -0.1723 0.4082
F1 -3.1831 3.2418 -2.5845
C1 -2.8796 2.5991 -1.4453
F2 -3.9337 2.6557 -0.6442
F3 -1.8530 3.2145 -0.8837
S1 -2.5013 0.8312 -1.8493
O1 -2.0042 0.2694 -0.6022
O2 -3.7628 0.3243 -2.2968
N1 -1.4938 0.8347 -3.0386
S2 0.0591 1.0656 -2.9140
O3 0.4850 1.3236 -1.5670
O4 0.7789 0.1801 -3.7583
C2 0.2622 2.7079 -3.7449
F4 1.5622 2.9509 -3.9234
F5 -0.3301 2.7124 -4.9409
F6 -0.2520 3.6956 -3.0189
C3 7.8413 -3.0164 -0.3165
C4 6.5079 -2.5372 0.1932
C5 5.3436 -2.7439 -0.5403
C6 4.1078 -2.3119 -0.0783
C7 4.0422 -1.6621 1.1431
C8 5.1869 -1.4406 1.8937
C9 6.4132 -1.8788 1.4159
S3 2.4726 -1.0996 1.7640
O5 2.7641 -0.3770 2.9891
O6 2.0156 -0.2079 0.6388
N2 1.4968 -2.2744 1.8343
C10 0.7499 -2.4735 3.0458
C11 -0.5242 -1.6253 3.1496
O7 -1.3177 -1.8792 4.0549
O8 -0.6641 -0.6690 2.3004
H1 7.7536 -3.4203 -1.3257
H2 8.2529 -3.8031 0.3217
H3 8.5727 -2.2051 -0.3443
H4 5.3968 -3.2507 -1.4983
H5 3.2051 -2.4804 -0.6576
H6 5.1034 -0.9237 2.8410
H7 7.3098 -1.7033 2.0028
H8 1.3252 -2.2721 3.9582
H9 0.4311 -3.5166 3.1000
O9 -2.5921 -4.5825 0.8123
C12 -2.4777 -3.2632 1.0292
O10 -1.5725 -2.6291 0.5615
C13 -3.5708 -2.7047 1.9395
N3 -4.7572 -3.5741 1.8259
C14 -5.5000 -3.0440 0.6594
C15 -5.1107 -1.5563 0.4915
C16 -4.0445 -1.3039 1.5698
H10 -3.1509 -2.7389 2.9460
H11 -5.3122 -3.4599 2.6627
H12 -3.4638 -4.8173 1.1921
H13 -6.5695 -3.2053 0.8015
H14 -5.2025 -3.6169 -0.2220
H15 -5.9679 -0.8934 0.6171
H16 -4.7101 -1.3712 -0.5048
H17 -4.4855 -0.8536 2.4613
H18 -3.2436 -0.6417 1.2587
Br1 -4.4002 -6.0156 -3.7118
C17 -2.9201 -4.9566 -3.1249
C18 -3.1023 -3.5995 -2.9263
C19 -2.0271 -2.8478 -2.4773
C20 -0.7917 -3.4367 -2.2438
C21 -0.6375 -4.7971 -2.4688
C22 -1.7017 -5.5726 -2.9049
C23 0.3816 -2.6239 -1.7077
O11 1.4851 -3.1520 -1.7327
O12 0.0815 -1.4461 -1.3226
H19 -4.0630 -3.1375 -3.1114
H20 -2.1445 -1.7885 -2.2973
H21 0.3339 -5.2359 -2.2787
H22 -1.5900 -6.6368 -3.0635
O13 -0.1707 1.7560 1.1916
C24 -1.1245 2.4015 1.7540
O14 -2.3003 2.0683 1.8333
C25 -0.6873 3.7354 2.3422
C26 -1.6305 4.5578 2.9479
C27 -1.2564 5.7814 3.4827
C28 0.0700 6.1904 3.4170
C29 1.0155 5.3696 2.8166
C30 0.6385 4.1458 2.2809
H23 -2.6549 4.2080 2.9834
H24 -1.9973 6.4184 3.9531
H25 0.3653 7.1464 3.8351
H26 2.0523 5.6824 2.7672
H27 1.3604 3.4879 1.8149

Summary:
net charge: -2
E_tot: -7505.95675 hartree
M: 988.602 g/mol
relative energy (zero: lowest compared OMol25 entry of this formula, charge and spin): 0.00 kcal per mole
max |F|: 0.0166 hartree/bohr
HOMO: -3.301 eV

Here are the Löwdin charges for atoms 1 to 8, given in e: Sc 1.1257; F 0.1211; C -0.6682; F 0.1538; F 0.1615; S 0.6222; O -0.3329; O -0.2653

=====

A structure of composition C30H27F5FeN3O5S at a distorted geometry, computed with the ωB97M-V functional and the def2-TZVPD basis.

Element x y z (Å)
Fe1 -0.3666 1.0888 0.1432
O1 -0.3527 -1.3811 -0.6942
C1 0.7480 -1.7375 -1.4985
C2 1.7976 -0.5631 -1.3844
O2 2.8784 -0.6851 -1.9846
O3 1.4539 0.3994 -0.6427
C3 1.3173 -3.0690 -0.9354
C4 0.4295 -3.9390 -0.3024
C5 0.8398 -5.1938 0.1325
C6 2.1544 -5.6029 -0.0513
C7 3.0506 -4.7344 -0.6630
C8 2.6392 -3.4797 -1.1038
C9 0.3567 -2.0291 -2.9715
C10 -0.9464 -2.4045 -3.2983
C11 -1.2920 -2.7508 -4.6025
C12 -0.3393 -2.7454 -5.6090
C13 0.9654 -2.3874 -5.2921
C14 1.3114 -2.0375 -3.9933
H1 -1.1993 -1.3938 -1.1511
H2 -0.5939 -3.6149 -0.1489
H3 0.1267 -5.8553 0.6154
H4 2.4782 -6.5843 0.2800
H5 4.0827 -5.0368 -0.8025
H6 3.3404 -2.8012 -1.5689
H7 -1.7297 -2.4309 -2.5496
H8 -2.3177 -3.0286 -4.8200
H9 -0.6072 -3.0206 -6.6234
H10 1.7275 -2.3816 -6.0637
H11 2.3250 -1.7435 -3.7587
O4 -3.4170 -1.3273 -0.9805
S1 -3.4198 0.0856 -0.5231
N1 -2.1915 0.8681 -0.5332
C15 0.8857 -1.5509 2.2458
C16 -0.4262 -0.9643 2.7433
C17 -1.3692 -2.0371 3.2478
C18 -0.9275 0.2708 2.1087
C19 -0.3223 0.3623 3.5708
C20 -1.2852 0.6320 4.6376
C21 -0.9818 1.4016 5.7287
C22 0.3101 1.9429 5.9095
C23 1.2931 1.6653 4.9313
C24 1.0111 0.9135 3.8266
H12 0.6663 -2.4032 1.5933
H13 1.5184 -1.9000 3.0722
H14 1.4417 -0.8337 1.6383
H15 -1.5698 -2.7428 2.4330
H16 -2.3272 -1.6246 3.5711
H17 -0.9330 -2.5986 4.0839
H18 -2.0162 0.3360 2.1803
H19 -2.2978 0.2654 4.5155
H20 -1.7516 1.5969 6.4685
H21 0.5366 2.5670 6.7640
H22 2.2951 2.0672 5.0577
H23 1.7881 0.7216 3.0939
N2 -0.7159 3.6021 2.0781
N3 0.4472 2.9490 1.5165
H24 -1.3566 3.6573 1.2929
H25 -1.1179 2.8980 2.6930
H26 1.1263 2.8949 2.2577
H27 0.8045 3.5604 0.7969
F1 -1.4083 7.5255 -4.1007
C25 -1.1192 6.4421 -3.3478
C26 -1.8287 5.2656 -3.4902
F2 -2.8093 5.2083 -4.4056
C27 -1.5479 4.1639 -2.7119
F3 -2.2756 3.0563 -2.9038
C28 -0.5323 4.1412 -1.7170
O5 -0.2765 3.1367 -0.9789
C29 0.1699 5.3719 -1.6335
F4 1.1672 5.4710 -0.7305
C30 -0.1114 6.4773 -2.4075
F5 0.5966 7.6083 -2.2499

Summary:
net charge: -2
E_tot: -3861.04868 hartree
M: 692.464 g/mol
relative energy (zero: lowest compared OMol25 entry of this formula, charge and spin): 5.36 kcal per mole
max |F|: 0.0268 hartree/bohr
spin multiplicity: 6
HOMO (alpha / beta): -0.847 / -2.123 eV

Here are the Löwdin charges for atoms 1 to 8, given in e: Fe 0.7438; O -0.0634; C -0.2887; C -0.5572; O -0.0157; O -0.0684; C -0.1139; C -0.0439

=====

A structure of composition C30H27IN4O4S2Y, computed with the ωB97M-V functional and the def2-TZVPD basis.

Element x y z (Å)
Y1 -0.5157 -0.5228 0.5968
C1 -4.4513 0.9238 -1.5311
C2 -3.2789 1.8485 -1.6364
N1 -3.2619 2.7410 -2.5947
C3 -2.2451 3.6239 -2.6667
C4 -1.2145 3.6664 -1.7666
C5 -0.1397 4.7146 -1.9030
O1 -0.0797 5.6029 -0.7927
C6 -1.1813 2.6891 -0.7367
C7 -0.1600 2.7754 0.2857
N2 0.2213 1.8083 1.0509
C8 1.2266 2.0926 2.0112
C9 2.2911 2.9547 1.7449
C10 3.2601 3.2027 2.7012
C11 3.1960 2.5819 3.9404
C12 2.1646 1.6995 4.2139
C13 1.1983 1.4573 3.2508
I1 -0.3228 0.0837 3.6889
C14 -2.2150 1.7303 -0.6781
O2 -2.2503 0.7618 0.1860
H1 -5.1605 1.1485 -2.3231
H2 -4.1355 -0.1177 -1.6023
H3 -4.9377 1.0368 -0.5601
H4 -2.2862 4.3288 -3.4896
H5 0.8487 4.2524 -1.9559
H6 -0.2906 5.2653 -2.8349
H7 -0.9114 6.0864 -0.7425
H8 0.2786 3.7653 0.4096
H9 2.3660 3.4205 0.7709
H10 4.0741 3.8775 2.4731
H11 3.9506 2.7731 4.6906
H12 2.1146 1.2020 5.1729
C15 0.9718 0.5869 -2.7404
C16 -0.1834 -0.3529 -2.8403
N3 -0.7617 -0.9327 -1.8185
C17 -1.8411 -1.7079 -2.2082
C18 -2.0555 -1.7236 -3.5485
S1 -0.9008 -0.7473 -4.3421
C19 -2.6504 -2.3834 -1.1929
C20 -3.6707 -3.2560 -1.4147
S2 -4.3382 -3.7554 0.0769
C21 -3.2348 -2.7543 0.9187
N4 -2.4192 -2.1098 0.1339
C22 -3.1876 -2.6409 2.4050
H13 1.2860 0.6930 -1.7033
H14 0.6943 1.5673 -3.1297
H15 1.8206 0.2203 -3.3182
H16 -2.8337 -2.2316 -4.0921
H17 -4.0404 -3.6296 -2.3542
H18 -3.9117 -3.2960 2.8838
H19 -3.4056 -1.6135 2.7045
H20 -2.1874 -2.9092 2.7519
C23 4.1138 -0.6155 0.5208
C24 2.7414 -1.2328 0.5394
O3 1.7829 -0.4432 0.3538
C25 2.5803 -2.6444 0.7546
C26 3.7177 -3.4874 0.7089
C27 3.6161 -4.8417 0.8570
C28 2.3502 -5.4091 1.0761
C29 1.2274 -4.6281 1.1489
C30 1.2936 -3.2238 0.9989
O4 0.2110 -2.5213 1.1032
H21 4.0093 0.4666 0.5143
H22 4.6582 -0.9247 -0.3735
H23 4.6967 -0.9258 1.3867
H24 4.6915 -3.0517 0.5337
H25 4.4943 -5.4690 0.8058
H26 2.2590 -6.4815 1.1949
H27 0.2538 -5.0641 1.3319

Summary:
net charge: +1
E_tot: -2811.84193 hartree
M: 787.514 g/mol
relative energy (zero: lowest compared OMol25 entry of this formula, charge and spin): 2.82 kcal per mole
max |F|: 0.0064 hartree/bohr
HOMO: -10.503 eV

Here are the Löwdin charges for atoms 1 to 8, given in e: Y 1.3756; C -0.0062; C -0.2546; N 0.1276; C -0.0965; C -0.1683; C -0.2081; O -0.0571